Entry 1:
{
  "formula": "C19H26O18",
  "method": "ωB97M-V/def2-TZVPD",
  "e_homo_ev": -10.873,
  "lumo_energy_ev": -0.11,
  "relative_energy_kcal_mol": 0.0,
  "total_energy_ha": -2093.86609,
  "symbols": ["C", "C", "C", "O", "C", "O", "O", "H", "H", "H", "H", "H", "H", "O", "C", "O", "C", "C", "O", "H", "H", "H", "H", "O", "C", "O", "C", "C", "O", "H", "H", "H", "H", "O", "C", "O", "C", "C", "O", "H", "H", "H", "H", "O", "C", "O", "C", "C", "O", "H", "H", "H", "H", "O", "C", "O", "C", "C", "O", "H", "H", "H", "H"],
  "xyz": [[5.7224, -3.4479, -4.5203], [4.6980, -4.4156, -3.8938], [3.7739, -5.1148, -4.8123], [3.8539, -6.5096, -4.5218], [4.9611, -6.6839, -3.7607], [5.5083, -7.7366, -3.5749], [5.3696, -5.4766, -3.3551], [6.5903, -3.4646, -3.8611], [5.2827, -2.4514, -4.5620], [6.0749, -3.7146, -5.5166], [4.2075, -3.8568, -3.0968], [4.0738, -5.0123, -5.8552], [2.7452, -4.7557, -4.7811], [1.1670, 6.0599, -1.9457], [2.2152, 5.4409, -2.2195], [3.2850, 5.4126, -1.4695], [4.2394, 4.4837, -2.0743], [3.7365, 4.3760, -3.4796], [2.3956, 4.7240, -3.3462], [5.2542, 4.8814, -2.0621], [4.3217, 3.4613, -1.7056], [3.8078, 3.3162, -3.7241], [4.3053, 5.0871, -4.0787], [-4.7537, -2.9161, 2.0133], [-3.8059, -3.0679, 2.7404], [-3.3249, -2.2018, 3.7252], [-2.1549, -2.7306, 4.2587], [-2.2102, -4.1554, 3.7612], [-3.0746, -4.1238, 2.7055], [-1.2756, -2.2636, 3.8150], [-1.9857, -2.6747, 5.3341], [-2.5822, -4.7435, 4.6002], [-1.2997, -4.4966, 3.2686], [0.0665, -0.2455, -1.0610], [-0.9001, 0.5032, -0.7452], [-0.7575, 1.7333, -0.3417], [-2.0383, 2.3207, 0.1246], [-3.0118, 1.1832, -0.2636], [-2.1792, 0.1621, -0.6731], [-2.0016, 2.5004, 1.1991], [-2.4876, 3.2214, -0.2938], [-3.7169, 1.4705, -1.0436], [-3.6286, 0.8909, 0.5862], [-8.2297, 3.8301, 2.6397], [-9.0168, 4.6213, 2.1318], [-9.8280, 4.3175, 1.0602], [-10.7423, 5.4057, 0.8441], [-10.3236, 6.4213, 1.8934], [-9.1918, 5.8626, 2.4864], [-10.5301, 5.9065, -0.1005], [-11.8139, 5.2111, 0.8885], [-11.1127, 6.5782, 2.6287], [-10.1581, 7.3604, 1.3654], [5.4206, -2.3486, 5.9433], [5.2186, -2.1739, 4.7391], [4.2482, -2.8166, 4.0125], [4.2769, -2.2539, 2.7095], [5.6365, -1.7391, 2.5866], [5.9825, -1.4525, 3.9285], [4.0850, -2.9441, 1.8880], [3.4807, -1.5094, 2.7070], [5.7532, -0.8309, 1.9952], [6.3779, -2.4145, 2.1596]],
  "forces_ev_per_angstrom": [[-0.4, -0.2, 0.2], [0.4, 1.8, -0.4], [-1.7, 0.0, -2.1], [0.0, 0.1, 0.4], [0.1, -1.1, -0.8], [-0.7, 1.3, 0.3], [2.5, -1.7, 2.1], [0.0, 0.3, 0.0], [0.2, 0.1, 0.0], [-0.2, -0.3, 0.0], [-0.3, -0.2, 0.1], [0.2, 0.1, -0.1], [-0.1, -0.3, 0.3], [3.5, -2.1, -0.9], [-4.5, 2.1, 0.1], [2.0, -1.1, 0.9], [0.8, 0.3, 0.1], [0.9, -0.4, 0.4], [-1.4, 0.4, -0.5], [-0.2, 0.4, 0.4], [-0.7, 0.3, 1.2], [0.1, 0.4, -1.0], [-0.4, -0.3, -0.7], [1.0, 0.8, 1.2], [-2.3, 1.9, -0.5], [-1.7, 0.4, -0.7], [2.1, -0.3, -0.6], [1.9, -0.6, 1.2], [-0.4, -1.9, -1.2], [-0.1, 0.5, -0.1], [-0.9, 0.2, 0.0], [0.1, -0.8, -0.4], [0.4, -0.3, 1.1], [-3.8, 2.6, 0.9], [3.1, -3.0, -0.7], [-0.2, 3.4, 0.6], [-0.7, -1.4, 0.1], [-0.7, 1.3, 1.0], [0.0, -2.5, -0.9], [0.4, -0.3, -0.1], [1.4, 0.3, -0.7], [0.3, 0.0, -0.3], [0.2, -0.4, 0.0], [-1.9, 2.0, -1.4], [1.6, -3.4, -0.1], [-0.6, 0.0, 0.5], [0.7, 0.8, -0.4], [-1.5, 0.5, -0.4], [0.6, 1.6, 1.2], [0.0, -0.7, -0.4], [0.3, -0.9, 0.1], [0.2, 0.0, 0.3], [0.6, 0.1, 0.6], [-0.9, 0.8, -3.5], [0.4, -1.8, 3.2], [0.5, -0.1, 0.6], [-1.7, -0.3, -0.7], [1.7, 1.3, -0.7], [0.6, 0.7, 0.4], [-0.3, -0.5, 0.5], [0.2, 0.3, -0.3], [-0.3, 0.1, 0.1], [-0.2, -0.5, 0.2]],
  "nbo_charge": [-0.622, 0.066, -0.103, -0.483, 0.972, -0.569, -0.491, 0.231, 0.214, 0.214, 0.180, 0.184, 0.205, -0.596, 0.965, -0.465, -0.101, -0.100, -0.479, 0.200, 0.190, 0.201, 0.186, -0.572, 0.968, -0.495, -0.095, -0.100, -0.464, 0.170, 0.200, 0.183, 0.205, -0.627, 0.978, -0.477, -0.103, -0.095, -0.475, 0.197, 0.211, 0.187, 0.203, -0.580, 0.970, -0.488, -0.100, -0.093, -0.468, 0.182, 0.198, 0.186, 0.193, -0.580, 0.961, -0.485, -0.110, -0.103, -0.474, 0.207, 0.190, 0.205, 0.190]
}

Entry 2:
{
  "formula": "C19H27Cl2N2O2SScSe2",
  "method": "ωB97M-V/def2-TZVPD",
  "e_homo_ev": -7.958,
  "lumo_energy_ev": -0.21,
  "relative_energy_kcal_mol": 0.0,
  "total_energy_ha": -7882.42937,
  "symbols": ["Sc", "O", "C", "C", "C", "O", "C", "Se", "C", "Se", "H", "H", "H", "H", "H", "H", "H", "H", "H", "H", "C", "N", "C", "S", "N", "C", "H", "H", "H", "H", "H", "H", "H", "H", "Cl", "C", "Cl", "H", "H", "C", "C", "C", "C", "C", "C", "C", "C", "C", "C", "H", "H", "H", "H", "H", "H", "H"],
  "xyz": [[1.2355, 0.7867, 0.3758], [2.5525, -2.5193, -1.6759], [2.5743, -2.2520, -0.2834], [3.8896, -1.6346, 0.2022], [5.0025, -2.6974, 0.0390], [5.2530, -3.0791, -1.2961], [4.3307, -0.3865, -0.5818], [2.9576, 0.7203, -1.5054], [3.7950, -1.3866, 1.7120], [2.7426, 0.1569, 2.3545], [2.5238, -1.6553, -2.1235], [2.4295, -3.2112, 0.2188], [1.6958, -1.6447, -0.0080], [4.7399, -3.5696, 0.6540], [5.9403, -2.2925, 0.4286], [4.3946, -3.1676, -1.7362], [4.9954, -0.6859, -1.3882], [4.8679, 0.2921, 0.0780], [4.7927, -1.2196, 2.1167], [3.3785, -2.2604, 2.2124], [-2.7853, 2.6450, 0.7937], [-1.5938, 2.8120, 1.6213], [-0.3795, 2.8511, 1.1104], [-0.0404, 2.9329, -0.5504], [0.6984, 2.6812, 1.9503], [0.5710, 2.5856, 3.4038], [-3.6591, 2.6879, 1.4383], [-2.7496, 1.6828, 0.2821], [-2.8422, 3.4404, 0.0558], [-1.6908, 2.6731, 2.6145], [1.5252, 3.1626, 1.6181], [0.1853, 3.5134, 3.8323], [1.5529, 2.3681, 3.8153], [-0.0764, 1.7493, 3.6657], [-5.6604, 3.1419, -1.3866], [-4.9357, 2.4867, -2.8693], [-3.2562, 2.0046, -2.6452], [-4.9821, 3.2561, -3.6298], [-5.5053, 1.6097, -3.1520], [-3.0670, -1.6151, -2.9029], [-1.7493, -1.1717, -3.1337], [-0.9734, -0.7628, -2.0863], [-1.4562, -0.7863, -0.7529], [-0.6253, -0.3655, 0.3370], [-1.1673, -0.4708, 1.6016], [-2.4917, -0.9143, 1.8427], [-3.2860, -1.2741, 0.7955], [-2.7822, -1.2334, -0.5304], [-3.5727, -1.6404, -1.6344], [-3.6726, -1.9397, -3.7401], [-1.3612, -1.1574, -4.1439], [0.0474, -0.4311, -2.2552], [-0.5570, -0.2346, 2.4747], [-2.8681, -0.9772, 2.8576], [-4.3019, -1.6153, 0.9605], [-4.5833, -1.9885, -1.4514]],
  "forces_ev_per_angstrom": [[0.2, 0.1, -0.2], [0.0, 0.0, 0.0], [-0.1, 0.0, 0.0], [0.0, -0.1, 0.0], [0.0, 0.0, 0.0], [0.0, 0.0, 0.0], [-0.1, 0.1, -0.1], [0.0, -0.1, 0.0], [0.0, 0.1, 0.0], [0.0, 0.0, 0.1], [0.0, 0.0, 0.0], [0.0, 0.0, 0.0], [0.1, 0.0, 0.0], [0.0, 0.0, 0.0], [0.0, 0.0, 0.0], [0.0, 0.0, 0.0], [0.0, 0.0, 0.0], [0.0, 0.0, 0.0], [0.0, 0.0, 0.0], [0.0, 0.0, 0.0], [0.0, 0.0, 0.0], [0.0, 0.0, 0.0], [-0.1, 0.2, -0.2], [0.0, 0.0, 0.2], [0.0, -0.1, 0.1], [0.0, 0.0, 0.0], [0.0, 0.0, 0.0], [0.0, 0.0, 0.0], [0.0, 0.0, 0.0], [0.0, 0.0, 0.0], [0.0, 0.0, 0.0], [0.0, 0.0, 0.0], [0.0, 0.0, 0.0], [0.0, 0.0, 0.0], [0.0, 0.0, 0.0], [0.0, -0.1, 0.0], [0.0, 0.0, 0.0], [0.0, 0.0, 0.0], [0.0, 0.0, 0.0], [-0.1, 0.0, 0.0], [0.0, 0.0, 0.0], [0.1, 0.0, 0.0], [0.0, 0.1, 0.0], [-0.2, -0.2, 0.1], [0.1, 0.0, 0.1], [0.0, 0.0, 0.0], [0.0, 0.0, 0.0], [0.0, 0.0, -0.1], [0.0, 0.0, 0.0], [0.0, 0.0, 0.0], [0.0, 0.0, 0.0], [0.0, 0.0, 0.0], [0.0, 0.0, 0.0], [0.0, 0.0, 0.0], [0.0, 0.0, 0.0], [0.0, 0.0, 0.0]],
  "nbo_charge": [1.146, -0.747, -0.043, -0.168, -0.043, -0.735, -0.525, -0.330, -0.505, -0.367, 0.493, 0.192, 0.166, 0.158, 0.176, 0.491, 0.240, 0.224, 0.221, 0.218, -0.422, -0.549, 0.313, -0.121, -0.639, -0.438, 0.217, 0.242, 0.231, 0.412, 0.439, 0.204, 0.259, 0.219, -0.044, -0.392, -0.003, 0.223, 0.224, -0.218, -0.203, -0.205, 0.018, -0.530, -0.268, -0.225, -0.196, -0.094, -0.185, 0.211, 0.215, 0.220, 0.202, 0.207, 0.209, 0.206]
}

no.,strongest force on any atom (eV/Å),frontier orbital gap (Ha)
1,5.016,0.3956
2,0.297,0.2848